(w)
This record from the Open Molecules 2025 dataset describes an isolated molecule of C5H8. The level of theory is ωB97M-V with the def2-TZVPD basis set.

Element x y z (Å)
C1 -1.04 -0.93 0.81
C2 -0.96 0.15 -1.11
C3 1.50 -0.07 -0.31
C4 0.89 0.93 0.62
C5 -0.06 -0.17 0.10
H1 -0.32 0.70 -1.83
H2 -1.03 -0.68 -1.82
H3 1.09 0.98 1.70
H4 -1.88 0.62 -0.81
H5 2.24 -0.86 -0.16
H6 -2.03 -1.15 0.45
H7 -0.92 -1.18 1.89
H8 0.69 1.95 0.24

The calculation puts the HOMO energy at -7.26 eV. The value obtained for the HOMO-LUMO gap is 0.2276 Eh.

What are the natural (NBO) partial charges on each atom? They are as follows, in elementary charge units:
1 C -0.20
2 C -0.63
3 C -0.26
4 C -0.40
5 C -0.16
6 H 0.22
7 H 0.22
8 H 0.21
9 H 0.20
10 H 0.19
11 H 0.20
12 H 0.18
13 H 0.24

---

(x)
This record from the Open Molecules 2025 dataset describes an isolated molecule of C5H8. The level of theory is ωB97M-V with the def2-TZVPD basis set.

Element x y z (Å)
C1 0.60 0.48 0.73
C2 -0.64 0.90 -0.07
C3 -1.12 -0.53 -0.41
C4 1.21 -0.61 -0.16
C5 -0.01 -1.46 0.08
H1 -1.19 -0.75 -1.49
H2 0.17 -0.08 1.59
H3 1.34 -0.29 -1.20
H4 2.16 -1.02 0.22
H5 -2.10 -0.75 0.03
H6 -0.41 1.53 -0.94
H7 -1.37 1.45 0.53
H8 1.28 1.21 1.17

The calculation puts the HOMO energy at -8.32 eV. The value obtained for the HOMO-LUMO gap is 0.3177 Eh.

What are the natural (NBO) partial charges on each atom? They are as follows, in elementary charge units:
1 C -0.40
2 C -0.41
3 C -0.58
4 C -0.56
5 C 0.19
6 H 0.24
7 H 0.21
8 H 0.21
9 H 0.22
10 H 0.22
11 H 0.21
12 H 0.21
13 H 0.23

---

Name the most stable of them. (x).

---

(w)
This record from the Open Molecules 2025 dataset describes an isolated molecule of C5H8. The level of theory is ωB97M-V with the def2-TZVPD basis set.

Element x y z (Å)
C1 0.24 0.90 0.63
C2 2.31 -0.18 -0.52
C3 1.31 0.66 0.13
C4 -1.95 0.10 -0.26
C5 -0.97 0.10 0.92
H1 -2.76 0.81 -0.10
H2 -1.44 0.31 1.88
H3 3.10 0.39 -1.01
H4 -0.52 -0.90 1.00
H5 -1.45 0.36 -1.19
H6 -2.38 -0.90 -0.38
H7 2.73 -0.88 0.20
H8 1.77 -0.76 -1.28

Its SMILES is CC#CCC. The calculation puts the HOMO energy at -9.22 eV. The value obtained for the HOMO-LUMO gap is 0.3782 Eh.

What are the natural (NBO) partial charges on each atom? They are as follows, in elementary charge units:
1 C -0.05
2 C -0.69
3 C 0.02
4 C -0.60
5 C -0.45
6 H 0.21
7 H 0.22
8 H 0.24
9 H 0.21
10 H 0.21
11 H 0.21
12 H 0.23
13 H 0.23

---

(x)
This record from the Open Molecules 2025 dataset describes an isolated molecule of C5H8. The level of theory is ωB97M-V with the def2-TZVPD basis set.

Element x y z (Å)
C1 -0.06 2.03 -0.24
C2 0.23 -0.53 -0.21
C3 -0.42 0.63 0.15
C4 1.58 -0.25 -0.52
C5 -0.43 -1.87 0.02
H1 -1.24 -2.01 -0.71
H2 0.20 2.06 -1.30
H3 -0.87 -1.96 1.02
H4 2.18 -1.10 -0.12
H5 0.82 2.41 0.29
H6 -0.89 2.71 -0.04
H7 -1.29 0.53 0.80
H8 0.28 -2.69 -0.12

The calculation puts the HOMO energy (alpha / beta) at -8.18 / -8.18 eV. The value obtained for the HOMO-LUMO gap (alpha / beta) is 0.2870 / 0.2871 Eh.

What are the natural (NBO) partial charges on each atom? They are as follows, in elementary charge units:
1 C -0.67
2 C -0.22
3 C 0.01
4 C -0.13
5 C -0.65
6 H 0.22
7 H 0.25
8 H 0.22
9 H 0.11
10 H 0.24
11 H 0.21
12 H 0.19
13 H 0.22

---

(y)
This record from the Open Molecules 2025 dataset describes a structure of composition C5H8. The level of theory is ωB97M-V with the def2-TZVPD basis set.

Element x y z (Å)
C1 -1.78 -0.14 -0.27
C2 0.92 1.09 0.19
C3 -0.14 -0.09 0.72
C4 1.52 -0.09 -0.49
C5 0.77 -1.02 0.04
H1 0.74 -2.10 -0.13
H2 0.22 1.64 -0.40
H3 2.46 -0.19 -1.04
H4 1.49 1.56 0.95
H5 -1.61 0.58 -1.08
H6 -0.25 -0.11 1.86
H7 -2.63 -0.02 0.40
H8 -1.73 -1.08 -0.76

The calculation puts the HOMO energy at -9.06 eV. The value obtained for the HOMO-LUMO gap is 0.3795 Eh.

What are the natural (NBO) partial charges on each atom? They are as follows, in elementary charge units:
1 C -0.60
2 C -0.44
3 C -0.18
4 C -0.19
5 C -0.23
6 H 0.20
7 H 0.21
8 H 0.20
9 H 0.21
10 H 0.20
11 H 0.21
12 H 0.21
13 H 0.20

---

(z)
This record from the Open Molecules 2025 dataset describes an isolated molecule of C5H8. The level of theory is ωB97M-V with the def2-TZVPD basis set.

Element x y z (Å)
C1 -1.68 0.10 -1.22
C2 -0.50 -0.73 -0.97
C3 0.82 0.55 0.80
C4 0.68 -0.45 -0.26
C5 1.58 0.36 1.96
H1 -0.39 -1.69 -1.48
H2 -2.58 -0.27 -0.47
H3 -2.09 -0.26 -2.26
H4 1.51 -1.21 -0.37
H5 2.28 -0.52 2.23
H6 0.28 1.56 0.59
H7 1.61 1.33 2.50
H8 -1.52 1.22 -1.05

Its SMILES is C=C/C=C\C. The calculation puts the HOMO energy at -8.35 eV. The value obtained for the HOMO-LUMO gap is 0.3409 Eh.

What are the natural (NBO) partial charges on each atom? They are as follows, in elementary charge units:
1 C -0.67
2 C -0.16
3 C -0.22
4 C -0.25
5 C -0.42
6 H 0.20
7 H 0.23
8 H 0.24
9 H 0.21
10 H 0.22
11 H 0.21
12 H 0.20
13 H 0.23

---

Name the most stable of them. (z).

---

(w)
This record from the Open Molecules 2025 dataset describes a cluster of 2 separate species, C4H13N2O in total. The level of theory is ωB97M-V with the def2-TZVPD basis set.

Element x y z (Å)
O1 -1.51 0.96 0.14
N1 -0.29 2.92 0.78
N2 0.67 -1.71 -0.80
C1 -0.83 1.61 1.12
C2 1.86 -1.67 0.11
C3 -0.54 -1.93 0.00
C4 0.58 -0.41 -1.50
H1 1.86 -0.78 0.80
H2 -0.64 -2.97 0.39
H3 0.05 2.90 -0.19
H4 0.11 1.02 1.35
H5 -1.04 3.64 0.77
H6 2.78 -1.65 -0.51
H7 -0.67 -1.21 0.85
H8 -0.37 -0.37 -2.06
H9 -1.34 1.79 2.11
H10 -1.47 -1.88 -0.60
H11 0.60 0.51 -0.84
H12 1.87 -2.59 0.74
H13 1.39 -0.24 -2.24

Its net charge is -1. The calculation puts the HOMO energy at -2.53 eV. The value obtained for the HOMO-LUMO gap is 0.2418 Eh.

What are the natural (NBO) partial charges on each atom? They are as follows, in elementary charge units:
1 O -0.96
2 N -0.91
3 N -0.46
4 C 0.12
5 C -0.42
6 C -0.43
7 C -0.42
8 H 0.18
9 H 0.16
10 H 0.33
11 H 0.05
12 H 0.32
13 H 0.18
14 H 0.22
15 H 0.21
16 H 0.07
17 H 0.21
18 H 0.21
19 H 0.18
20 H 0.16

---

(x)
This record from the Open Molecules 2025 dataset describes a structure of composition C4H13N2O. The level of theory is ωB97M-V with the def2-TZVPD basis set.

Element x y z (Å)
O1 1.30 -0.90 -1.29
N1 -0.60 0.87 -2.22
N2 1.75 -0.99 2.56
C1 0.96 -1.29 -0.02
C2 -2.52 0.95 -0.54
C3 1.75 -0.45 1.13
C4 -1.05 1.25 -0.83
H1 -0.43 0.80 -0.01
H2 1.28 -2.43 0.30
H3 1.94 -1.98 2.59
H4 -2.87 0.13 -1.12
H5 2.24 -0.45 3.15
H6 -0.81 2.31 -0.76
H7 1.19 0.42 1.08
H8 -2.72 0.88 0.50
H9 0.50 0.61 -2.04
H10 -3.13 1.82 -0.83
H11 2.61 -0.25 0.63
H12 -0.35 -1.35 0.31
H13 -1.05 0.04 -2.59

Its net charge is -1. The calculation puts the HOMO energy at -2.93 eV. The value obtained for the HOMO-LUMO gap is 0.2611 Eh.

What are the natural (NBO) partial charges on each atom? They are as follows, in elementary charge units:
1 O -0.93
2 N -0.92
3 N -0.87
4 C 0.04
5 C -0.62
6 C -0.29
7 C -0.22
8 H 0.18
9 H 0.05
10 H 0.35
11 H 0.20
12 H 0.34
13 H 0.16
14 H 0.17
15 H 0.20
16 H 0.44
17 H 0.18
18 H 0.17
19 H 0.02
20 H 0.34

---

Name the most stable of them. (w).

---

(w)
This record from the Open Molecules 2025 dataset describes a cluster of 2 separate species, C7H12O3S in total. The level of theory is ωB97M-V with the def2-TZVPD basis set.

Element x y z (Å)
S1 -2.61 -0.09 -0.10
O1 -2.53 -0.14 -1.53
O2 -3.49 0.90 0.49
O3 0.78 -0.48 1.46
C1 0.87 2.05 -0.03
C2 0.25 0.78 -0.50
C3 -2.43 -1.54 0.71
C4 -0.03 -1.71 -0.45
C5 2.20 -0.77 -0.49
C6 -0.54 1.73 0.37
C7 0.76 -0.55 0.05
H1 1.62 1.99 0.74
H2 -0.03 0.72 -1.54
H3 -0.45 -1.69 -1.44
H4 2.22 -0.60 -1.57
H5 2.55 -1.78 -0.29
H6 -2.20 -1.36 1.75
H7 0.13 -2.67 0.00
H8 -1.33 2.30 -0.08
H9 2.87 -0.06 -0.01
H10 1.05 -1.34 1.81
H11 1.04 2.83 -0.75
H12 -0.70 1.46 1.40

The calculation puts the HOMO energy (alpha / beta) at -8.96 / -9.33 eV. The value obtained for the HOMO-LUMO gap (alpha / beta) is 0.2785 / 0.3165 Eh.

What are the natural (NBO) partial charges on each atom? They are as follows, in elementary charge units:
1 S 1.98
2 O -0.89
3 O -0.87
4 O -0.71
5 C -0.41
6 C -0.25
7 C -0.63
8 C -0.19
9 C -0.62
10 C -0.45
11 C 0.14
12 H 0.22
13 H 0.24
14 H 0.22
15 H 0.22
16 H 0.21
17 H 0.19
18 H 0.19
19 H 0.24
20 H 0.23
21 H 0.47
22 H 0.22
23 H 0.24

---

(x)
This record from the Open Molecules 2025 dataset describes a cluster of 2 separate species, C7H12O3S in total. The level of theory is ωB97M-V with the def2-TZVPD basis set.

Element x y z (Å)
S1 0.71 1.39 -1.66
O1 -1.26 -1.52 -0.92
O2 0.74 -2.53 -0.85
O3 1.39 2.68 -1.50
C1 -0.03 -0.17 2.15
C2 0.49 0.87 1.18
C3 0.71 2.28 1.66
C4 0.70 0.53 -0.07
C5 0.14 -3.75 -1.32
C6 -0.09 -1.52 -0.67
C7 -1.09 1.79 -1.62
H1 -0.69 -4.14 -0.64
H2 1.65 2.32 2.28
H3 -1.24 2.32 -0.70
H4 -1.42 2.37 -2.53
H5 -1.58 0.77 -1.68
H6 0.92 -0.47 2.68
H7 -0.40 -3.55 -2.20
H8 -0.60 0.28 3.01
H9 -0.67 -0.87 1.56
H10 -0.14 2.37 2.33
H11 0.93 3.16 0.98
H12 0.85 -4.63 -1.46

The calculation puts the HOMO energy at -8.77 eV. The value obtained for the HOMO-LUMO gap is 0.3355 Eh.

What are the natural (NBO) partial charges on each atom? They are as follows, in elementary charge units:
1 S 1.27
2 O -0.63
3 O -0.52
4 O -0.98
5 C -0.65
6 C -0.06
7 C -0.67
8 C -0.22
9 C -0.28
10 C 0.81
11 C -0.82
12 H 0.19
13 H 0.23
14 H 0.23
15 H 0.24
16 H 0.25
17 H 0.24
18 H 0.20
19 H 0.22
20 H 0.25
21 H 0.22
22 H 0.27
23 H 0.21

---

Name the most stable of them. (x).

---

(w)
This record from the Open Molecules 2025 dataset describes an isolated molecule of C5H10S. The level of theory is ωB97M-V with the def2-TZVPD basis set.

Element x y z (Å)
S1 -0.05 -1.00 -0.10
C1 -2.46 0.10 0.27
C2 2.42 0.10 -0.06
C3 0.20 1.19 -0.08
C4 -1.11 0.29 -0.43
C5 1.06 0.19 0.43
H1 -3.06 -0.75 -0.12
H2 0.46 1.35 -1.11
H3 2.51 -0.08 -1.08
H4 -0.41 2.24 0.29
H5 1.33 0.16 1.68
H6 2.99 0.90 0.41
H7 -2.76 1.14 0.23
H8 2.76 -0.79 0.44
H9 -1.33 0.54 -1.47
H10 -2.40 0.01 1.51

The calculation puts the HOMO energy at -8.32 eV. The value obtained for the HOMO-LUMO gap is 0.3411 Eh.

What are the natural (NBO) partial charges on each atom? They are as follows, in elementary charge units:
1 S 0.29
2 C -0.63
3 C -0.61
4 C -0.40
5 C -0.38
6 C -0.38
7 H 0.23
8 H 0.22
9 H 0.21
10 H 0.22
11 H 0.18
12 H 0.21
13 H 0.22
14 H 0.21
15 H 0.20
16 H 0.20

---

(x)
This record from the Open Molecules 2025 dataset describes a cluster of 2 separate species, C5H10S in total. The level of theory is ωB97M-V with the def2-TZVPD basis set.

Element x y z (Å)
S1 1.28 2.15 0.40
C1 0.72 1.57 -1.25
C2 0.69 -2.26 0.26
C3 0.10 -1.14 0.68
C4 -1.32 -0.87 0.46
C5 -2.00 0.25 0.75
H1 -0.33 1.83 -1.31
H2 -1.55 1.03 1.35
H3 -1.88 -1.67 -0.01
H4 0.71 -0.46 1.26
H5 -3.06 0.26 0.56
H6 0.16 -2.97 -0.36
H7 1.74 -2.45 0.44
H8 0.91 0.52 -1.41
H9 1.23 2.22 -1.96
H10 2.60 1.98 0.17

Its SMILES is C=CC=C.CS. The calculation puts the HOMO energy at -8.96 eV. The value obtained for the HOMO-LUMO gap is 0.3613 Eh.

What are the natural (NBO) partial charges on each atom? They are as follows, in elementary charge units:
1 S -0.07
2 C -0.72
3 C -0.37
4 C -0.24
5 C -0.22
6 C -0.39
7 H 0.23
8 H 0.20
9 H 0.19
10 H 0.22
11 H 0.20
12 H 0.19
13 H 0.20
14 H 0.22
15 H 0.22
16 H 0.12

---

Name the most stable of them. (x).

---

(w)
This record from the Open Molecules 2025 dataset describes the ion C2H6N5 with charge +1. The level of theory is ωB97M-V with the def2-TZVPD basis set.

Element x y z (Å)
N1 -2.00 1.35 -0.49
N2 2.25 -0.49 -0.42
N3 -0.94 -0.33 0.94
N4 0.22 0.62 -0.70
N5 0.31 -0.85 0.96
C1 0.98 -0.28 -0.02
C2 -0.96 0.55 -0.04
H1 -1.72 -0.57 1.54
H2 -1.57 1.97 -1.18
H3 2.55 -1.43 -0.63
H4 -2.65 0.75 -0.99
H5 2.88 0.29 -0.57
H6 0.65 -1.57 1.60

Its net charge is +1. Its SMILES is Nc1nc(N)[nH+][nH]1. The calculation puts the HOMO energy at -14.55 eV. The value obtained for the HOMO-LUMO gap is 0.4152 Eh.

What are the natural (NBO) partial charges on each atom? They are as follows, in elementary charge units:
1 N -0.78
2 N -0.82
3 N -0.35
4 N -0.47
5 N -0.35
6 C 0.57
7 C 0.57
8 H 0.46
9 H 0.42
10 H 0.43
11 H 0.40
12 H 0.44
13 H 0.46

---

(x)
This record from the Open Molecules 2025 dataset describes the ion C2H6N5 with charge +1. The level of theory is ωB97M-V with the def2-TZVPD basis set.

Element x y z (Å)
N1 0.19 -1.94 1.20
N2 0.38 -2.48 -2.28
N3 -0.15 -2.22 -1.07
N4 -0.14 0.29 0.61
N5 0.19 -2.22 0.07
C1 -0.10 -0.66 1.54
C2 -0.37 1.58 0.91
H1 -1.50 1.62 0.87
H2 1.25 -2.13 -2.59
H3 -0.10 1.89 1.87
H4 0.07 2.33 0.26
H5 -0.28 -2.89 -2.93
H6 -0.27 -0.46 2.60

Its net charge is +1. Its SMILES is C/N=C/N=N\N=[NH2+]. The calculation puts the HOMO energy at -14.65 eV. The value obtained for the HOMO-LUMO gap is 0.3190 Eh.

What are the natural (NBO) partial charges on each atom? They are as follows, in elementary charge units:
1 N -0.07
2 N -0.54
3 N 0.13
4 N -0.31
5 N 0.32
6 C 0.14
7 C -0.46
8 H 0.26
9 H 0.42
10 H 0.21
11 H 0.24
12 H 0.44
13 H 0.22

---

Name the most stable of them. (w).